No. 1
13 unconnected molecules or ions with the total composition C38H107N13O18 at a distorted geometry, computed with the ωB97M-V functional and the def2-TZVPD basis.

Output
Calculated total energy in eV: -97361.1269
Frontier orbital gap in hartree: 0.308

ORCA input file:
```
! wB97M-V def2-TZVPD RIJCOSX def2/J DEFGRID3
* xyz 0 1
C -2.7154 -1.8525 0.3685
O -3.4554 -2.9720 0.7719
C -3.9454 -2.8933 2.1045
C -4.4968 -4.2834 2.4197
N -5.6480 -4.2744 3.3411
C -6.1724 -5.6220 3.5684
C -7.1799 -5.6422 4.7154
O -6.3764 -5.6702 5.8915
C -7.1473 -5.8752 7.0592
H -1.8570 -1.7866 1.0565
H -3.2437 -0.8943 0.4043
H -2.2826 -2.0524 -0.6081
H -4.7377 -2.1489 2.2062
H -3.0446 -2.6607 2.6828
H -3.7478 -5.0327 2.6995
H -4.9462 -4.6891 1.5076
H -5.3208 -3.9116 4.2328
H -5.3397 -6.2928 3.7987
H -6.7172 -5.9057 2.6649
H -7.9135 -6.4465 4.6173
H -7.7877 -4.7322 4.6647
H -7.7560 -6.7747 6.9156
H -7.8653 -5.0563 7.1919
H -6.6244 -5.9604 8.0085
C -0.4174 8.4320 1.3188
O -0.1446 7.5538 2.3906
C -0.5529 6.2385 2.0702
C -0.0867 5.1956 3.1163
N -1.0739 5.1183 4.2097
C -0.6247 4.1854 5.2725
C 0.1778 4.8835 6.3833
O 1.4700 5.1285 5.8758
C 2.3126 5.6332 6.8709
H -1.4269 8.3664 0.8968
H 0.2132 8.1832 0.4572
H -0.2354 9.4359 1.6910
H -0.1846 5.9095 1.0878
H -1.6388 6.2160 1.9111
H 0.9488 5.5322 3.2301
H -0.1398 4.2222 2.6289
H -1.0304 6.0562 4.6024
H -0.1493 3.2637 4.9416
H -1.5878 3.8397 5.6659
H 0.1680 4.1896 7.2342
H -0.3024 5.8119 6.7127
H 3.3280 5.7466 6.4974
H 2.3808 5.0633 7.8091
H 1.9492 6.5928 7.2692
C -5.3236 -0.6424 -6.2173
O -5.5839 -2.0106 -6.5187
C -6.8342 -2.4301 -6.0365
C -6.9132 -2.6560 -4.5237
N -5.7186 -3.3970 -4.1237
C -5.5989 -3.6630 -2.6893
C -4.3050 -4.4238 -2.5457
O -3.2063 -3.6443 -3.0202
C -1.9747 -4.0342 -2.4828
H -4.8949 -0.4230 -5.2405
H -6.2921 -0.1495 -6.3639
H -4.7387 -0.1783 -7.0112
H -7.1919 -3.3096 -6.5697
H -7.6048 -1.6798 -6.2650
H -7.7558 -3.2486 -4.1655
H -6.9221 -1.7085 -3.9650
H -4.8265 -3.1348 -4.5112
H -6.4035 -4.2830 -2.2929
H -5.4624 -2.7891 -2.0358
H -4.2952 -5.3088 -3.1910
H -4.1408 -4.7272 -1.5066
H -1.7603 -5.1122 -2.5661
H -1.8691 -3.8699 -1.4089
H -1.1806 -3.6173 -3.1015
C 6.7297 0.9523 3.2033
O 6.5144 -0.0951 4.1066
C 6.3809 -1.4069 3.5649
C 6.3568 -2.4133 4.7127
N 5.0326 -2.2990 5.3202
C 4.9666 -2.9458 6.6242
C 4.3137 -4.3237 6.4436
O 3.9888 -4.9120 7.6853
C 3.9482 -6.3208 7.5920
H 7.1071 1.8056 3.7769
H 5.8727 1.2412 2.5922
H 7.6519 0.7893 2.6248
H 7.2309 -1.6396 2.9138
H 5.4642 -1.5430 2.9860
H 7.1866 -2.2167 5.3987
H 6.4562 -3.4090 4.2763
H 4.7096 -1.3451 5.3954
H 4.3065 -2.4718 7.3578
H 5.9166 -3.0476 7.1583
H 4.9778 -4.9015 5.7855
H 3.4070 -4.2082 5.8407
H 3.3321 -6.6992 6.7691
H 3.6967 -6.6728 8.5901
H 4.9613 -6.6655 7.3326
C 2.9824 3.3373 1.5492
O 1.7461 3.1517 0.8615
C 1.8734 3.0566 -0.5368
C 0.5090 3.0809 -1.2600
N 0.6140 2.5951 -2.6152
C 0.5109 1.1744 -2.8333
C -0.7652 0.4259 -2.3424
O -1.7855 0.3133 -3.3380
C -1.5791 -0.6302 -4.3516
H 3.4562 4.2909 1.2812
H 3.6721 2.5422 1.2659
H 2.8771 3.4880 2.6218
H 2.4798 2.2307 -0.9311
H 2.4855 3.9122 -0.8550
H 0.1982 4.1257 -1.2548
H -0.2110 2.5276 -0.6474
H 0.0271 3.0556 -3.2979
H 1.3837 0.7028 -2.3801
H 0.5868 0.9874 -3.9048
H -1.2456 0.8594 -1.4658
H -0.4974 -0.5867 -2.0247
H -2.4055 -0.6169 -5.0664
H -1.4900 -1.6638 -4.0122
H -0.7327 -0.3596 -4.9956
C 6.2305 0.6899 -0.2261
O 5.2534 1.4461 -0.2755
N 6.2606 -0.5943 0.2265
N 7.4528 1.1201 -0.6127
H 7.0595 -1.1411 -0.0123
H 5.4809 -0.8303 0.8145
H 7.5603 2.0540 -0.9605
H 8.2005 0.4554 -0.6477
C 3.1987 -1.3459 -2.6612
O 2.7655 -1.9653 -1.6780
N 3.3247 -1.8927 -3.8854
N 3.7570 -0.1164 -2.5702
H 3.6377 -1.3219 -4.6588
H 2.8726 -2.7834 -4.0057
H 3.8727 0.2271 -1.6296
H 4.1978 0.2655 -3.3888
C 3.3270 0.9863 -6.0078
O 4.1665 0.1920 -5.5739
N 2.6061 0.7158 -7.1333
N 2.9206 2.1264 -5.3686
H 2.0674 1.4514 -7.5450
H 2.8055 -0.1098 -7.6669
H 3.6120 2.5473 -4.7710
H 2.2312 2.6554 -5.8651
C -2.1150 2.8950 -5.5046
O -0.9651 2.4590 -5.4972
N -2.5037 3.9084 -6.3575
N -3.1105 2.4063 -4.7295
H -3.4476 4.2386 -6.3901
H -1.8640 4.0154 -7.1239
H -3.9162 2.9543 -4.4896
H -2.8771 1.6267 -4.1117
C -2.6443 0.2840 -8.1786
O -1.3859 0.7376 -8.6508
H -2.6770 0.4003 -7.0881
H -3.4641 0.7260 -8.7421
H -2.5843 -0.8076 -8.1753
H -1.2979 1.6772 -8.4745
C 4.2553 6.6213 3.2650
O 5.5075 6.6100 2.6029
H 4.3794 6.9877 4.2910
H 3.5061 7.2897 2.8344
H 3.8382 5.6126 3.2110
H 5.8945 5.7523 2.7864
C -0.5662 1.1712 2.2136
O 0.7546 0.8707 1.8132
H -0.8752 2.0394 1.6129
H -1.2648 0.3510 2.0580
H -0.6581 1.5972 3.2188
H 1.0515 1.5699 1.1911
C 0.3600 -4.2008 -5.5869
O 0.9217 -3.1669 -4.7948
H 0.1255 -5.0911 -5.0104
H -0.5955 -3.7647 -5.9076
H 0.9437 -4.4326 -6.4807
H 0.9784 -2.3480 -5.2928
*
```

***

No. 2
13 unconnected molecules or ions with the total composition C38H108N6O13 at a distorted geometry, computed with the ωB97M-V functional and the def2-TZVPD basis.

Output
Calculated total energy in eV: -76709.3276
Frontier orbital gap in hartree: 0.337
ΔE to the lowest compared entry with this formula, charge and spin in kcal per mole: 57.7

ORCA input file:
```
! wB97M-V def2-TZVPD RIJCOSX def2/J DEFGRID3
* xyz 0 1
C 10.3823 20.7533 9.2710
C 9.0366 20.3486 9.8285
O 8.4171 21.4560 10.4762
H 10.3550 21.2616 8.3094
H 10.8995 19.8149 9.0371
H 10.9904 21.2706 10.0121
H 9.1118 19.5342 10.5556
H 8.4090 20.0282 8.9874
H 7.4729 21.3143 10.5661
C 8.0861 24.5439 6.7393
C 9.5488 24.6054 6.2963
O 9.8104 25.4679 5.2022
H 7.5782 23.8339 6.0820
H 7.6442 25.5302 6.6079
H 8.0625 24.1420 7.7488
H 9.9257 23.6008 6.0698
H 10.1281 24.9810 7.1550
H 10.7052 25.2289 4.8889
C 11.7389 15.5613 3.7468
C 10.3487 16.0961 3.9676
O 9.9592 16.8491 2.8370
H 11.7074 14.8259 2.9362
H 12.1879 15.0775 4.6152
H 12.4598 16.2970 3.3853
H 10.3417 16.7255 4.8766
H 9.5830 15.3337 4.1609
H 8.9895 16.8619 2.8062
C 14.0273 16.8150 6.6156
C 14.7944 15.5744 7.1060
O 15.9298 15.3320 6.3148
H 14.6797 17.6354 6.3079
H 13.3576 17.2231 7.3751
H 13.4887 16.5695 5.6995
H 14.1084 14.7305 7.0503
H 15.0249 15.7615 8.1620
H 16.5374 16.0707 6.4061
C 5.9662 18.8666 2.8837
C 6.0321 17.4977 3.5635
O 7.1080 16.6940 3.1223
H 6.1816 18.8492 1.8177
H 6.7479 19.4779 3.3467
H 5.0331 19.3835 3.1066
H 5.0625 17.0069 3.4079
H 6.1122 17.5552 4.6506
H 6.8736 16.1876 2.3393
C 12.1236 22.1339 1.4647
C 11.8627 23.2779 0.5137
O 12.7166 24.3938 0.8154
H 11.5595 21.2714 1.0980
H 11.7182 22.3021 2.4635
H 13.1804 21.8691 1.4896
H 10.8055 23.5563 0.5747
H 12.0955 22.9671 -0.5107
H 12.4079 25.0800 0.2134
C 4.6046 20.0402 6.4856
C 3.2572 20.7424 6.4824
O 2.5167 20.3256 5.2982
H 4.5170 18.9665 6.6566
H 5.1530 20.3951 7.3663
H 5.2127 20.2241 5.6012
H 3.3395 21.8178 6.3326
H 2.6573 20.3430 7.3016
H 2.2655 21.0958 4.7905
C 8.8316 12.5640 10.5303
C 8.8998 14.0894 10.5096
C 9.7156 14.6074 9.2926
O 9.5179 15.9818 9.1937
C 10.0359 16.5565 8.0170
N 7.5133 14.5624 10.4657
H 8.2458 12.2133 9.6814
H 8.3202 12.2655 11.4508
H 9.7553 11.9925 10.6509
H 9.4507 14.5267 11.3487
H 9.3333 14.0245 8.4391
H 10.7640 14.3147 9.4246
H 9.4484 16.1898 7.1658
H 11.0944 16.3013 7.9029
H 9.9317 17.6414 8.0168
H 7.0021 13.9411 9.8401
H 7.5223 15.4188 9.9069
C 7.5137 23.3326 3.1465
C 7.7621 24.3928 2.0785
C 6.8237 24.3233 0.8949
O 7.1885 23.3067 -0.0112
C 6.6534 23.4985 -1.3065
N 7.7474 25.7327 2.6683
H 8.2649 23.4005 3.9341
H 7.5016 22.3183 2.7469
H 6.5360 23.5232 3.6028
H 8.7923 24.2161 1.7313
H 6.8115 25.3326 0.4650
H 5.7991 24.1233 1.2355
H 5.5596 23.5206 -1.2537
H 6.9210 22.6010 -1.8611
H 7.0415 24.4010 -1.7811
H 8.3181 26.3122 2.0615
H 8.1893 25.8005 3.5788
C 13.1328 19.6580 4.8824
C 11.9880 20.6379 5.0909
C 10.7972 20.0218 5.8616
O 9.7451 20.9498 5.7590
C 8.4661 20.4234 5.6503
N 12.3698 21.9268 5.6539
H 13.8147 19.4449 5.6993
H 13.7504 19.8830 4.0099
H 12.5698 18.7772 4.5532
H 11.5200 20.8051 4.1171
H 11.1179 19.6875 6.8546
H 10.3967 19.1293 5.3539
H 7.6302 21.1185 5.6635
H 8.2825 19.8230 6.5646
H 8.3264 19.6470 4.8856
H 11.5771 22.4170 6.0693
H 12.8776 21.7581 6.5354
C 13.0498 26.7661 3.4532
C 13.4323 25.6715 4.4593
C 13.4006 26.2374 5.9010
O 14.3769 27.2047 6.1856
C 15.6860 26.7071 6.0289
N 12.4740 24.5873 4.3569
H 11.9590 26.8626 3.4265
H 13.4035 26.5688 2.4436
H 13.3511 27.7736 3.7520
H 14.4572 25.3434 4.2493
H 13.5863 25.4248 6.6193
H 12.3736 26.5958 5.9903
H 15.8218 25.7992 6.6342
H 16.3860 27.4457 6.4071
H 15.8414 26.4310 4.9855
H 12.2656 24.2691 3.4112
H 12.9582 23.7429 4.6823
C 15.3174 22.3882 3.8521
C 16.0711 22.4052 2.5081
C 17.5224 22.8502 2.6920
O 17.6512 24.1922 3.1305
C 18.0445 24.2692 4.4879
N 16.0911 21.0383 2.0150
H 15.3351 23.3094 4.4339
H 15.5318 21.5137 4.4644
H 14.2504 22.3000 3.6079
H 15.6410 23.1196 1.8017
H 18.0600 22.7724 1.7349
H 18.1516 22.1669 3.2756
H 17.9345 25.3142 4.7908
H 19.0634 23.9066 4.6251
H 17.2964 23.7979 5.1355
H 16.5341 20.9311 1.1094
H 15.1751 20.6218 1.9007
C 14.3332 23.0253 9.9800
C 14.6959 22.3577 8.6536
C 16.1585 21.8766 8.5297
O 16.3072 20.5889 9.0649
C 17.6190 20.1074 8.9726
N 13.7264 21.2858 8.2759
H 13.2809 23.2986 9.9228
H 14.9593 23.8706 10.2631
H 14.5012 22.3245 10.8041
H 14.6082 23.0838 7.8371
H 16.8328 22.6071 8.9922
H 16.3809 21.8164 7.4515
H 17.8065 19.6748 7.9798
H 17.9074 19.3070 9.6521
H 18.3658 20.9000 9.0749
H 14.3486 20.6639 7.7601
H 13.5025 20.7778 9.1297
*
```